Record 1
{
  "formula": "C2H7N2O",
  "method": "ωB97M-V with the def2-TZVPD basis set",
  "mol_weight_g_mol": 75.09,
  "e_homo_ev": -13.6,
  "orbital_gap_ev": 7.20,
  "spin_multiplicity": 1,
  "lumo_energy_ev": -6.433,
  "charge": 1,
  "elements": ["C", "N", "H", "H", "H", "C", "H", "H", "H", "N", "H", "O"],
  "xyz": [[3.01878, -0.36906, 0.85480], [1.74517, -0.56320, 1.11320], [3.75080, -1.16706, 0.50941], [-2.28488, 0.20662, -2.58521], [1.48224, -1.17590, 1.94977], [-2.05563, 0.45806, -0.42270], [1.09654, 0.11640, 0.78867], [-3.65726, 0.32492, -1.53094], [3.08381, 0.69924, 0.78976], [-2.65004, 0.17698, -1.60306], [-2.67470, 0.90903, 0.30132], [-0.85482, 0.38398, -0.16501]],
  "forces_ev_per_angstrom": [[-2.06, -0.16, -1.17], [2.10, -2.39, 2.62], [-0.56, 0.93, 1.85], [0.08, -0.30, 1.86], [-0.20, -0.15, -2.49], [2.50, 0.24, -1.41], [-1.25, 1.37, 0.47], [0.45, -0.09, -0.48], [1.53, 0.46, -1.48], [-1.10, 0.39, -0.55], [-1.44, 0.06, 1.06], [-0.05, -0.36, -0.27]]
}

Record 2
{
  "formula": "C18H50O20PS5",
  "method": "ωB97M-V with the def2-TZVPD basis set",
  "mol_weight_g_mol": 777.89,
  "e_homo_ev": -6.0,
  "orbital_gap_ev": 8.12,
  "spin_multiplicity": 1,
  "lumo_energy_ev": 2.163,
  "charge": -1,
  "elements": ["H", "H", "H", "H", "H", "H", "H", "C", "H", "H", "C", "H", "O", "H", "C", "C", "C", "H", "C", "C", "C", "H", "H", "H", "O", "S", "H", "H", "O", "H", "O", "C", "H", "H", "C", "H", "H", "C", "H", "O", "H", "P", "H", "H", "H", "O", "S", "S", "H", "H", "H", "O", "H", "O", "H", "C", "H", "C", "O", "C", "C", "S", "O", "H", "H", "H", "H", "H", "O", "O", "O", "C", "C", "H", "O", "H", "H", "H", "H", "H", "O", "O", "H", "O", "O", "H", "H", "H", "H", "S", "C", "O", "H", "O"],
  "xyz": [[-0.75731, -4.13386, 2.28478], [0.08666, -1.95508, 1.32845], [2.10896, 2.17433, 0.74016], [-0.45034, 0.60579, 2.97178], [1.59443, 0.53117, 0.42888], [-0.95989, -1.08935, 1.95824], [0.43882, -0.23989, -0.65138], [-0.30082, 1.03056, 1.97915], [3.56017, 2.67332, 1.99553], [0.69863, 1.70930, -4.98601], [2.04513, 2.57616, 4.41177], [0.11237, 6.07227, -1.31829], [-3.60761, -1.24299, -4.25240], [3.10636, 2.43659, 4.20581], [1.80834, 1.48657, -0.05023], [3.69869, 0.60199, 2.05220], [-1.76965, -4.53321, 2.22310], [-1.76244, -5.62311, 2.21055], [-3.67989, -3.51260, -1.60610], [-2.32662, -1.00787, -1.89468], [1.38193, 3.38535, 3.31013], [1.72398, 0.82056, -3.82053], [-1.73849, -1.05392, 0.43705], [4.77872, 2.14493, 3.23925], [-4.75315, -3.77761, 1.46424], [-0.22037, 3.87373, -2.36648], [4.36686, -0.11384, 2.53099], [0.87191, -0.06249, -4.83260], [0.41152, 4.35641, -3.57885], [-0.83535, -2.09570, -0.17402], [-3.63468, -2.53438, -0.56744], [-1.06563, -3.13250, -0.41920], [-2.36811, -4.14581, 3.04763], [-0.19335, 2.17984, -0.04637], [0.90847, -1.23915, 1.34194], [0.45336, -0.26526, 1.16160], [-0.92415, 0.47319, 1.27993], [-0.51641, 0.81946, -3.37002], [-2.15453, -3.18047, -0.42899], [-0.02017, 3.12576, 3.41977], [2.02186, 2.97557, 5.42569], [-3.55299, -3.08478, 0.94599], [-3.66420, -3.04716, -2.59160], [5.19544, 2.02055, 1.56822], [1.77471, 3.15807, 2.31908], [-1.38729, 2.98064, -2.42965], [-0.91642, 2.72892, 2.14795], [1.65082, -0.91539, 3.01364], [2.60709, 1.37978, -0.78418], [0.13123, 1.18826, -1.43229], [3.50019, 0.25962, 1.03658], [-0.99323, -3.23329, -3.13520], [-1.39442, -1.54470, -2.07056], [0.97646, 3.07863, -1.49856], [2.84698, -0.83631, -1.09180], [4.34934, 1.96702, 2.25330], [3.32152, -1.64651, -2.60640], [1.20471, -1.46178, -2.25416], [0.57543, -0.66642, 3.97501], [-1.94636, -0.99077, 1.50518], [0.56326, 1.96467, -0.80091], [-0.21900, -3.67298, -1.99019], [0.12907, -5.06814, -1.85247], [-0.83338, 1.85453, -3.24248], [1.59177, 1.58511, 4.39220], [0.50458, -0.98204, -1.57022], [-3.03106, -4.38540, -1.53315], [-1.55475, 5.56224, -1.23886], [-3.04387, -1.83850, 1.84397], [1.19778, -2.83204, -1.96370], [-2.26526, -4.07632, 0.94848], [0.74091, 0.87281, -4.28843], [2.63596, -0.92792, -2.15724], [1.46148, 4.45897, 3.48073], [-1.50101, 0.06268, -4.07944], [-3.09769, -1.67853, -1.51550], [1.71889, -1.54201, 0.67893], [-0.41006, 4.78347, -0.10766], [0.73434, 1.15745, 1.66224], [-2.19159, 0.06787, 1.59028], [-0.37828, -0.14476, -0.12428], [2.48712, 0.54712, 2.81128], [-0.78921, -3.83002, 0.37147], [-2.28430, 2.65553, 2.60055], [-0.46710, 3.58421, 1.01195], [-0.23895, 0.48038, -2.37195], [-4.66835, -3.94943, -1.46389], [-2.21139, -0.30018, -1.07371], [0.77899, -1.12285, -3.19861], [-2.98073, -0.18946, -3.38770], [-0.52963, 5.21894, -1.09972], [-3.62823, 1.08482, -3.02801], [2.71702, 0.04608, -2.63980], [2.64534, -1.89485, 3.37987]],
  "forces_ev_per_angstrom": [[0.16, -0.15, 0.26], [1.29, -0.29, 0.62], [0.01, 0.21, -0.43], [0.24, 0.68, -0.14], [0.77, 0.62, -0.72], [-1.88, -0.98, 1.14], [-1.37, 0.62, 1.51], [-1.46, 3.79, 1.43], [0.77, 0.55, 0.09], [0.04, -0.10, 0.04], [0.43, -0.26, 0.14], [0.29, -0.31, -0.04], [1.06, 2.98, 1.80], [-0.29, 0.07, 0.02], [-0.11, 0.20, -0.93], [1.13, -1.41, 1.51], [-0.40, 0.07, -0.06], [0.00, 0.14, 0.09], [-3.08, -2.08, -0.79], [-1.18, 1.57, -0.93], [0.08, 0.56, 0.89], [-0.37, 1.05, 0.57], [-0.61, -0.08, 0.87], [-0.41, -0.25, 0.02], [0.88, 1.07, -0.54], [0.27, 0.02, 2.02], [0.12, -0.40, -0.29], [-0.73, -0.06, -0.63], [-0.75, -0.38, 1.25], [0.80, -0.35, -0.74], [-1.80, -2.30, 3.46], [3.10, 0.16, -2.59], [0.06, -0.12, 0.00], [0.35, -0.18, -1.33], [2.59, -0.63, 2.88], [0.83, -1.58, -0.58], [1.40, 2.13, 0.08], [1.58, 0.58, -1.70], [3.59, 0.24, -2.64], [-1.42, 0.31, -0.26], [-0.58, 0.41, -0.15], [-1.10, -0.24, 3.03], [0.40, 0.14, 0.30], [-0.16, 0.23, -0.29], [-0.32, -0.05, 0.15], [0.88, 3.88, 1.18], [1.22, -0.86, -0.20], [0.40, -1.29, 0.29], [0.27, 0.06, 0.26], [0.97, 1.59, 0.87], [0.34, 0.55, -0.04], [0.99, -0.69, 0.52], [-0.81, 0.82, -0.54], [-0.82, 2.85, -2.62], [0.56, 0.07, -0.08], [-0.44, -0.41, -1.06], [0.03, 0.10, -0.05], [-0.18, 1.55, -0.69], [1.73, -0.06, -0.92], [-1.56, 0.17, -1.57], [0.08, -1.74, 1.71], [-0.54, 0.73, 0.73], [0.08, 1.08, -0.14], [-0.02, -1.94, -0.76], [0.09, 0.37, 0.43], [0.64, -0.85, -0.68], [0.57, 0.59, 0.20], [-0.09, -0.25, -0.11], [-1.06, -1.38, -0.24], [-0.50, -2.18, -0.19], [-4.69, -1.96, 4.12], [-0.08, -0.84, -0.17], [-0.66, -0.65, 0.63], [0.34, 0.06, -0.18], [-1.53, -0.36, -0.25], [1.38, 2.24, -1.80], [-0.01, 0.14, 0.05], [0.09, 0.41, -0.75], [-0.82, 0.32, 0.78], [-1.64, -0.78, 0.71], [0.09, -0.57, -3.90], [-1.71, -1.52, -0.12], [1.92, 0.70, -1.68], [0.95, 0.83, -0.51], [-1.51, -1.17, 3.75], [-1.16, -1.15, -1.33], [-0.22, -0.13, -0.44], [0.11, 0.44, -0.82], [0.13, -1.36, -0.40], [1.29, -1.31, 0.33], [-0.20, -0.06, -1.69], [0.78, -2.38, -1.13], [0.15, -0.26, 0.26], [-0.03, 0.42, -0.12]]
}

Record 3
{
  "formula": "C22H33N2OsS",
  "method": "ωB97M-V with the def2-TZVPD basis set",
  "mol_weight_g_mol": 547.82,
  "e_homo_ev": [-8.8, -10.8],
  "orbital_gap_ev": [6.36, 6.10],
  "spin_multiplicity": 5,
  "lumo_energy_ev": [-2.429, -4.657],
  "charge": 1,
  "elements": ["H", "H", "H", "C", "N", "Os", "H", "H", "C", "H", "C", "H", "C", "H", "C", "C", "H", "H", "H", "C", "H", "C", "H", "H", "C", "S", "C", "C", "H", "C", "C", "H", "H", "H", "C", "C", "H", "H", "H", "H", "H", "C", "C", "H", "H", "C", "C", "C", "C", "H", "H", "H", "H", "H", "N", "C", "H", "H", "H"],
  "xyz": [[0.11252, 0.70514, -3.69614], [-4.06376, -2.31113, -3.99305], [0.77485, -3.12635, 1.44365], [-1.50449, -0.78309, -1.50488], [4.23203, -1.27415, -0.84383], [-0.29379, 0.04079, 0.17108], [-0.07446, -2.15505, -2.33573], [1.14061, 2.60496, 0.55177], [-2.02424, -2.34156, -3.25471], [-0.51545, -3.41114, 2.60605], [-0.52953, -1.43189, 1.71281], [-0.22713, 2.96902, 2.31867], [1.72986, -0.69055, 2.78397], [1.69845, -1.00891, 3.83422], [-0.14820, 1.88614, -1.91656], [-2.80208, -0.28339, -1.57101], [-3.45824, 1.41160, 0.87243], [-3.78199, -0.86406, 0.65780], [1.24598, 2.14862, 2.85810], [-1.09521, -1.79217, -2.37711], [2.36561, 0.19939, 2.75091], [-3.33829, -1.87781, -3.29739], [-0.18312, 2.17364, 3.88527], [4.10536, 0.84141, 1.62919], [-2.76029, 1.60332, 1.68727], [2.03139, -0.68856, 0.05325], [0.15630, 2.09088, 2.84417], [1.48596, 1.72724, -0.05848], [3.63283, -1.72540, -1.47743], [-3.71829, -0.84139, -2.44449], [3.73528, -0.46317, 0.07185], [1.80857, 1.00403, -2.08411], [-1.71128, -3.13771, -3.91328], [-3.49212, -1.96822, 1.99391], [-0.32714, 0.81228, 2.21406], [-3.04408, -1.52847, 1.09654], [5.25570, -1.46824, -0.89113], [-3.12263, 0.50906, -0.89666], [-4.73548, -0.46787, -2.44997], [-0.87942, -3.38191, 0.88657], [-0.28187, 2.40923, -3.94424], [0.35282, -0.43238, 2.22796], [-1.65211, 0.59337, 1.71400], [-3.34125, 1.57861, 2.61525], [-1.53216, 1.27673, -3.42835], [-0.48357, 1.53739, -3.31695], [1.10684, 1.54570, -1.43104], [-0.27144, -2.90972, 1.65947], [-1.00825, 2.87586, -1.21861], [2.54997, 1.60732, 0.24430], [5.47558, 0.06189, 1.00118], [-0.74561, 3.05659, -0.17766], [-2.05561, 2.58971, -1.24620], [-0.92383, 3.82953, -1.74631], [4.47772, 0.22761, 0.98375], [-1.77752, -0.80074, 1.42185], [-2.86178, -2.33396, 0.38842], [-2.37801, 2.61881, 1.57209], [2.24989, -1.49577, 2.24519]],
  "forces_ev_per_angstrom": [[-0.03, 0.07, 0.11], [0.33, 0.13, 0.29], [-0.01, 0.05, -0.03], [1.04, 1.22, 1.31], [4.46, 0.50, 0.54], [1.06, 0.56, -5.64], [-0.04, -0.10, -0.09], [-0.20, -0.86, -0.97], [-0.10, 0.03, -0.18], [-0.02, 0.30, -0.09], [0.18, -0.99, 1.79], [0.06, -0.08, 0.02], [-0.01, -0.35, 0.70], [-0.30, 0.19, -0.05], [1.53, 0.24, -0.21], [0.03, -0.32, -0.26], [0.02, 0.05, 0.05], [-0.02, -0.04, 0.04], [-0.09, 0.01, -0.05], [-0.41, 0.25, 0.47], [-0.23, -0.08, -0.04], [-0.01, 0.04, 0.03], [-0.01, -0.16, -0.21], [-1.05, 1.11, 1.30], [-0.05, 0.09, -0.06], [1.25, -1.65, -0.72], [-0.04, -0.01, -0.03], [0.84, 2.92, 0.74], [-0.75, -0.55, -0.65], [-0.21, -0.08, -0.32], [-1.20, -0.46, 1.14], [-0.59, 0.13, 0.30], [-0.02, -0.10, -0.12], [0.22, 0.12, 0.06], [-0.42, 1.20, 1.01], [-0.06, -0.11, 0.02], [-1.29, 0.21, -0.15], [0.06, -0.10, -0.28], [-0.02, -0.04, -0.12], [0.06, 0.04, -0.02], [-0.10, 0.04, -0.19], [0.54, -1.28, 1.76], [-1.07, 0.23, 1.84], [0.13, -0.09, -0.02], [-0.14, -0.01, -0.04], [-0.01, 0.09, -0.40], [-0.78, 0.03, 0.19], [-0.01, -0.11, -0.14], [-0.35, 0.04, 0.15], [-1.02, 0.06, -0.61], [-0.13, 0.32, 0.02], [0.12, -0.03, -0.01], [-0.24, -0.04, -0.10], [-0.06, 0.10, -0.01], [0.83, -2.40, -2.99], [-1.30, -0.59, 0.64], [-0.03, 0.00, -0.04], [-0.02, -0.08, -0.02], [-0.33, 0.30, 0.38]]
}

Record 4
{
  "formula": "C38H31ClHoN3O6S3",
  "method": "ωB97M-V with the def2-TZVPD basis set",
  "mol_weight_g_mol": 922.27,
  "e_homo_ev": [-7.2, -7.2],
  "orbital_gap_ev": [7.42, 7.42],
  "spin_multiplicity": 5,
  "lumo_energy_ev": [0.254, 0.254],
  "charge": 0,
  "elements": ["N", "C", "H", "H", "C", "H", "S", "H", "C", "H", "H", "C", "Ho", "C", "C", "O", "H", "C", "H", "H", "C", "C", "H", "C", "C", "C", "H", "H", "C", "H", "H", "C", "C", "C", "O", "H", "C", "C", "C", "C", "H", "H", "H", "H", "H", "C", "O", "C", "C", "C", "C", "H", "N", "C", "C", "H", "C", "C", "H", "C", "C", "H", "H", "Cl", "H", "C", "C", "S", "C", "O", "O", "N", "H", "H", "H", "H", "O", "C", "C", "S", "C", "H", "C"],
  "xyz": [[-1.09782, 2.68327, 0.34809], [2.07326, 4.18512, -1.09306], [-2.63601, 5.51559, -2.22978], [2.03031, -3.34256, 0.84170], [1.17703, 0.30420, -2.73294], [0.65442, -6.46886, 3.41247], [-2.24220, 1.56937, 0.13227], [1.42430, 4.57599, -1.88044], [3.82954, -2.59012, 4.35855], [3.71760, -4.62524, 5.06600], [-2.83572, 1.18931, -5.06331], [-0.09016, -3.34501, 1.38966], [0.57206, 0.91710, -0.51033], [2.74539, 2.66055, 0.46853], [-4.17201, 4.16209, -2.90468], [0.47957, -1.35569, -0.31249], [5.35493, -2.52210, 2.90327], [-3.13201, 2.37601, -1.15974], [-4.48372, 0.89637, -1.72249], [1.47415, 2.86876, -3.36569], [4.44638, -2.04889, 3.27286], [-2.53518, 3.60341, -1.32332], [5.40632, -4.03432, 4.92279], [1.20315, -3.86100, 1.33997], [0.45276, -5.51501, 2.90945], [-4.24017, 1.97919, -1.85083], [-4.85290, -3.96967, -2.43590], [4.25750, 5.57809, 1.11999], [-3.09664, 4.57081, -2.17190], [4.05250, 3.27509, 2.00742], [-3.37120, -1.23216, 0.54865], [-3.15905, -2.04883, -0.17811], [3.56624, 3.57391, 1.11327], [-3.96281, -3.67108, -1.78785], [-1.59143, 0.36207, -0.42616], [-0.63930, -4.02697, -1.44410], [1.48373, -4.90483, 2.20199], [-1.55827, 2.91018, -4.92764], [3.63307, 4.85999, 0.57823], [-0.82376, -5.05788, 2.85384], [4.37825, -3.35201, 6.21370], [-5.71133, 2.63234, -3.18164], [-2.33805, 3.60178, -5.35876], [0.85792, -0.72246, -2.66924], [-0.12600, 4.35676, -4.58500], [-1.62124, -3.53006, -1.38278], [2.21809, 2.05349, 3.27945], [-1.14761, -3.93222, 2.09355], [-1.89140, -2.47779, -0.44041], [-1.36128, 3.80195, -0.38866], [-1.96152, 1.60172, -4.65054], [-2.43868, -4.83981, -2.75878], [2.01134, 2.97296, -0.59532], [2.47839, -2.16288, 4.67153], [2.84680, 5.13993, -0.52385], [1.04181, -0.67115, 4.24580], [-4.73448, 2.88418, -2.73426], [-2.66576, -4.09425, -2.05856], [-2.21308, -3.68164, 1.98953], [2.68637, -0.43682, 2.92762], [-1.09777, 0.79633, -3.90602], [2.15810, 0.51194, -3.07311], [4.38187, -0.63976, 1.59510], [-1.62759, -0.83428, -3.29539], [-5.29868, -2.46854, -0.66509], [4.37317, -3.72395, 5.16823], [1.98670, -1.09783, 4.00485], [1.91345, 1.03309, 2.34017], [-0.32846, 3.30443, -4.46486], [-3.11922, 1.39215, 1.31801], [0.50550, 0.64959, 2.08763], [2.48319, 1.33858, 0.91544], [-4.70070, 4.85106, -3.58404], [2.46422, -5.30642, 2.36658], [1.82848, -2.61910, 5.43166], [2.78784, 6.08359, -0.90465], [-0.72835, 4.82408, -0.24695], [0.50241, 2.54553, -3.72454], [0.18829, 1.15720, -3.50045], [-0.58677, -1.84825, 0.59571], [-4.19840, -2.67131, -0.85210], [-1.57872, -5.47491, 3.50777], [3.86907, -0.94357, 2.52448]],
  "forces_ev_per_angstrom": [[0.07, -1.89, -0.23], [-0.46, 1.09, -0.27], [0.33, 1.05, -0.19], [-0.59, -0.10, -0.07], [-2.28, 1.25, -0.42], [0.04, 0.63, 0.21], [-2.23, 1.32, 2.42], [-0.05, -1.02, 0.01], [-1.94, -0.54, 0.21], [0.45, 0.72, 0.32], [-1.21, -0.36, -0.09], [-0.66, -0.24, -0.86], [1.39, 0.84, 0.45], [-0.38, -0.79, 1.05], [-1.63, 0.17, -0.59], [1.67, 0.03, -0.71], [0.01, 0.36, 0.15], [1.18, 0.55, 0.48], [-0.67, 1.19, -0.32], [-0.16, 0.23, -0.15], [-0.29, 1.00, -1.21], [-0.18, 0.94, 0.22], [-0.51, 0.33, -0.07], [0.42, 0.97, 0.99], [1.25, -1.23, 0.00], [0.81, -2.20, 0.56], [1.42, -0.08, 1.13], [-0.35, 0.02, -0.54], [0.77, -1.77, 0.61], [0.47, -0.08, 0.53], [0.32, -0.76, -0.55], [-0.95, 0.76, 0.71], [-0.19, 0.54, -0.90], [-1.39, 0.52, -1.23], [-0.64, 0.16, 0.36], [-0.32, 0.81, -0.08], [-0.58, -0.62, 0.06], [-2.07, -0.80, -0.27], [0.20, -0.94, 1.09], [-1.38, 1.06, 0.26], [-0.02, -0.68, -0.36], [0.79, 0.28, -0.31], [1.38, -0.71, 0.20], [0.37, -0.46, -0.40], [0.45, 0.26, -0.12], [0.37, 0.60, 1.80], [-0.31, 0.71, 1.08], [0.56, -1.05, 0.16], [1.33, -1.85, -0.81], [-0.06, 0.67, 0.18], [1.59, 0.25, 0.45], [-0.02, -1.02, -0.93], [-0.68, -1.16, -0.58], [1.28, -0.11, 0.00], [1.10, -0.66, 1.13], [-0.75, 0.03, 0.26], [-1.81, 0.41, -0.70], [-0.40, 0.76, 0.47], [0.75, 0.48, 0.12], [-0.99, -0.77, 1.37], [-0.21, -1.16, 0.53], [1.04, -0.11, -0.24], [-0.35, 0.21, 0.73], [-0.09, 1.00, -1.02], [1.64, 0.26, -0.06], [0.24, -0.42, 0.47], [0.24, 1.40, -1.32], [-0.38, -0.57, -1.13], [-0.55, 2.60, -0.09], [1.80, -0.31, -2.59], [0.34, 0.04, 0.37], [0.61, 0.09, -1.29], [0.45, -0.34, 0.36], [0.48, 0.04, -0.40], [0.72, 0.00, -0.21], [0.03, 2.47, -0.96], [-0.17, 0.24, -0.64], [0.73, -2.62, 0.20], [1.07, 0.61, 1.00], [-1.78, -0.07, 1.10], [-2.06, -0.51, -0.26], [-0.13, -0.34, -0.31], [1.69, -1.58, -0.33]]
}